Here is a molecular structure, C4H5F2FeN2O4S in a non-equilibrium geometry from the OMol25 dataset. Energies are from ωB97M-V/def2-TZVPD.

XYZ file:
```
19
Properties=species:S:1:pos:R:3:forces:R:3
Fe 0.00051 -0.29254 -0.00823 0.2 -0.3 -0.3
O -0.60905 -1.04808 1.78196 0.3 0.0 -0.4
S -1.60467 0.10664 1.62457 -0.3 0.4 0.1
O -2.58390 0.21495 2.64592 0.0 -0.1 -0.1
O -0.69863 1.28461 1.40423 0.0 -0.1 -0.1
O -2.10543 -0.15891 0.21410 0.2 -0.1 -0.2
F 1.16669 -1.91772 -1.16913 0.3 -0.1 0.2
C 0.26088 -1.30726 -2.03257 0.1 0.9 0.7
F 0.91413 -0.27059 -2.61630 0.1 -0.2 -0.5
H -0.03542 -2.02089 -2.79818 -0.4 0.0 0.2
N 1.25290 2.28823 -0.88693 0.0 0.1 0.0
C 2.29996 3.10979 -1.05389 0.1 0.0 0.0
C 3.41653 2.43184 -0.62175 0.0 -0.1 0.1
C 2.93804 1.18765 -0.19286 0.1 0.0 -0.1
N 1.62689 1.11220 -0.36013 -0.6 -0.3 0.1
H 0.27603 2.48702 -1.03463 0.0 0.0 0.1
H 2.18718 4.10052 -1.45898 -0.1 0.0 0.0
H 4.43153 2.78533 -0.60527 0.0 0.0 0.0
H 3.48690 0.35635 0.21792 0.0 0.0 0.0
```
Forces are in eV/Å.

Results
**Total energy**: -2427.4367 a.u.
**⟨S²⟩**: 8.7634
**HOMO level (spin up / spin down)**: -9.89 / -9.80 eV
**Frontier orbital gap (spin up / spin down)**: 10.2 / 7.7 eV
**Energy above the lowest of the compared OMol25 structures with the same formula, charge and spin**: 14.9 kcal/mol
**Multiplicity**: 6



Here is 2 unconnected molecules or ions with the total composition C4H5F2IO in a non-equilibrium geometry from the OMol25 dataset. Energies are from ωB97M-V/def2-TZVPD.

XYZ file:
```
13
Properties=species:S:1:pos:R:3:forces:R:3
C -1.22122 1.14354 -1.45458 1.0 1.4 0.5
C -0.57798 0.17013 -0.84744 1.6 0.0 2.8
C -0.61111 -1.64009 0.83390 1.5 0.9 -1.9
C 1.53187 0.94320 0.54581 -1.4 0.5 -1.7
O -0.41454 -1.08896 -0.55224 -0.7 0.8 -1.1
F 1.97099 2.14273 0.03513 -0.2 -1.0 0.3
F 1.62323 1.07246 1.87000 0.0 -0.2 0.1
I 2.71122 -0.73137 -0.19726 0.5 0.2 0.2
H -2.05955 0.86114 -2.08041 -0.2 0.2 -0.1
H -0.90460 2.28616 -1.35292 -0.6 -2.9 -0.3
H -0.26414 -2.69879 0.71508 0.1 1.4 0.7
H -1.62890 -1.59598 1.01485 -2.2 -0.2 0.3
H -0.15527 -0.86416 1.47008 0.5 -1.0 0.2
```
Forces are in eV/Å.

Results
**Total energy**: -727.8740 a.u.
**HOMO level (spin up / spin down)**: -7.76 / -8.10 eV
**Frontier orbital gap (spin up / spin down)**: 7.2 / 8.0 eV



Here is C4H5F2NO in the gas phase in a non-equilibrium geometry from the OMol25 dataset. Energies are from ωB97M-V/def2-TZVPD.

XYZ file:
```
13
Properties=species:S:1:pos:R:3:forces:R:3
C 2.11378 -0.47330 0.18648 -0.1 -0.4 0.0
C 0.67873 -0.33457 -0.15114 -0.6 0.0 -0.2
C -0.06451 0.78033 -0.12083 0.8 -0.6 0.1
C -1.45584 0.99720 -0.46313 -1.4 0.4 -0.4
H 2.52527 0.46948 0.49371 0.2 0.4 0.1
H 2.24406 -1.20243 0.98678 -0.1 0.0 0.1
H 2.68078 -0.85278 -0.65785 0.0 0.0 -0.3
H -1.68327 1.94451 -1.00894 0.2 -0.9 0.5
H -3.03686 -1.24184 0.72054 -0.2 0.0 0.0
N -2.49543 0.28834 -0.18150 1.0 0.6 -0.2
O -2.18624 -0.82785 0.56509 0.2 0.1 0.0
F 0.09542 -1.48727 -0.55655 0.3 0.4 0.1
F 0.58413 1.94019 0.18734 -0.1 -0.1 0.0
```
Forces are in eV/Å.

Results
**Total energy**: -485.0561 a.u.
**HOMO level**: -9.13 eV
**Frontier orbital gap**: 9.9 eV
**Energy above the lowest of the compared OMol25 structures with the same formula, charge and spin**: 40.6 kcal/mol
**Structure (SMILES)**: C/C(F)=C(F)/C=N\O



Here is 2 unconnected molecules or ions with the total composition C4H5F6N in a non-equilibrium geometry from the OMol25 dataset. Energies are from ωB97M-V/def2-TZVPD.

XYZ file:
```
16
Properties=species:S:1:pos:R:3:forces:R:3
C 0.82661 -1.05002 0.98781 -2.6 -1.8 -1.8
C 0.78487 -0.17465 -0.19476 -1.3 2.0 0.1
C -2.50062 0.40638 0.14317 -1.7 -3.0 0.3
C 1.44931 1.16139 0.10136 0.1 0.9 -1.4
N 0.39734 -0.43330 -1.47309 0.3 -0.3 0.0
F -3.78914 0.86962 0.40360 2.3 -0.3 -0.8
F -2.37212 0.01875 -1.15755 -0.5 1.3 0.5
F -2.46100 -0.84930 0.78171 0.3 1.9 0.0
F 2.77757 1.01526 0.04700 1.0 -0.3 -0.1
F 1.21338 1.69126 1.29837 -0.6 -0.4 0.4
F 1.18219 2.16724 -0.80154 -0.3 -1.0 0.2
H 0.13420 -1.92814 0.92971 -0.4 1.1 -0.1
H 0.62206 -0.48740 1.85551 0.2 0.3 1.1
H 1.67661 -1.63513 0.96626 2.7 -0.6 0.6
H -0.34129 -1.07217 -1.73128 0.2 -0.4 0.8
H 0.40003 0.30021 -2.15628 0.4 0.6 0.2
```
Forces are in eV/Å.

Results
**Total energy**: -809.2417 a.u.
**HOMO level (spin up / spin down)**: -10.51 / -7.07 eV
**Frontier orbital gap (spin up / spin down)**: 10.6 / 4.9 eV
**Energy above the lowest of the compared OMol25 structures with the same formula, charge and spin**: 78.1 kcal/mol



Here is a molecular structure, C4H5FN2 in a non-equilibrium geometry from the OMol25 dataset. Energies are from ωB97M-V/def2-TZVPD.

XYZ file:
```
12
Properties=species:S:1:pos:R:3:forces:R:3
C -1.40920 0.75845 1.34589 0.1 -0.4 0.3
C -0.58738 -0.34443 1.35864 -0.5 0.2 0.3
C -1.18483 1.62932 0.29390 2.4 -1.9 -2.6
C -0.10928 0.29980 -0.81524 -2.4 3.0 2.0
N 0.12567 -0.52478 0.19694 0.3 -0.5 -0.3
N 0.74753 0.51128 -1.81875 0.4 -0.5 -0.1
F -2.12386 2.37454 -0.30314 -0.1 -0.2 0.3
H -2.06041 0.98958 2.17449 -0.2 0.0 0.0
H -0.50738 -1.08020 2.13531 0.1 -0.1 0.1
H 0.80012 -1.28163 0.13649 -0.1 0.2 0.0
H 0.44654 1.01707 -2.63035 -0.1 -0.1 0.0
H 1.64979 0.05573 -1.85659 -0.1 0.2 0.0
```
Forces are in eV/Å.

Results
**Total energy**: -364.6605 a.u.
**HOMO level**: -6.60 eV
**Frontier orbital gap**: 7.3 eV
**Energy above the lowest of the compared OMol25 structures with the same formula, charge and spin**: 89.6 kcal/mol



Here is C4H5FN2O2 in the gas phase in a non-equilibrium geometry from the OMol25 dataset. Energies are from ωB97M-V/def2-TZVPD.

XYZ file:
```
14
Properties=species:S:1:pos:R:3:forces:R:3
C -1.18017 1.22101 -0.21086 -5.5 -3.2 -0.2
C 0.16520 1.18078 -0.11403 9.6 -2.1 0.6
C -2.03970 0.05721 0.06058 0.0 0.1 1.4
C 2.14102 -0.08646 0.23042 1.4 2.8 -0.9
N 0.92384 0.01890 0.02704 -4.7 0.8 -0.2
N -1.54768 -1.20131 0.42219 -0.2 2.3 -2.0
O -3.24392 0.22347 0.25246 -0.7 0.7 -0.6
O 2.85234 -1.16236 0.37948 1.2 -0.3 0.9
F 2.93100 1.06410 0.10604 0.0 -0.9 0.4
H -1.64815 2.14069 -0.24267 -1.1 1.5 -0.3
H 0.82860 2.02644 -0.07957 -0.5 0.8 -0.1
H -0.56728 -1.22541 0.53685 0.9 -0.7 0.5
H -2.25370 -1.59423 0.98344 -0.2 -1.1 0.9
H 3.62469 -0.84501 0.90010 -0.2 -0.8 -0.5
```
Forces are in eV/Å.

Results
**Total energy**: -515.1311 a.u.
**⟨S²⟩**: 2.0234
**HOMO level (spin up / spin down)**: -6.34 / -9.58 eV
**Frontier orbital gap (spin up / spin down)**: 6.6 / 6.4 eV
**Energy above the lowest of the compared OMol25 structures with the same formula, charge and spin**: 5.5 kcal/mol
**Multiplicity**: 3



Here is C4H5FN2O3 in the gas phase in a non-equilibrium geometry from the OMol25 dataset. Energies are from ωB97M-V/def2-TZVPD.

XYZ file:
```
15
Properties=species:S:1:pos:R:3:forces:R:3
C -1.04849 0.97016 -0.08471 1.0 -3.3 4.2
C 1.02301 0.54693 -1.41277 0.3 -0.7 1.5
C 0.52895 -1.13586 0.41388 0.1 1.3 0.1
C -0.54119 -0.25257 1.01457 0.7 2.2 -1.1
N -0.14266 1.25562 -0.99090 0.4 0.8 -2.8
N 1.44005 -0.40000 -0.51359 0.6 -2.3 1.3
O -2.09517 1.47342 0.18535 -1.0 0.6 -0.6
O 1.56872 0.89873 -2.41412 0.4 0.1 -0.6
O -1.63224 -0.87213 1.50391 2.1 -1.7 -0.1
F 0.09508 0.46685 2.08141 -0.4 -0.3 -0.9
H 1.10666 -1.53548 1.21939 0.7 0.1 0.7
H 0.12066 -2.00941 -0.01562 -0.9 -0.8 -1.1
H -0.43757 1.86430 -1.75958 0.1 0.1 0.5
H 2.30826 -1.01786 -0.55760 -1.5 2.1 -1.1
H -2.29409 -0.25270 1.33038 -2.6 1.7 -0.1
```
Forces are in eV/Å.

Results
**Total energy**: -590.5481 a.u.
**HOMO level**: -10.56 eV
**Frontier orbital gap**: 11.1 eV
**Energy above the lowest of the compared OMol25 structures with the same formula, charge and spin**: 1.5 kcal/mol
**Structure (SMILES)**: O=C1NC[C@@](O)(F)C(=O)N1



Here is C4H5FO in the gas phase in a non-equilibrium geometry from the OMol25 dataset. Energies are from ωB97M-V/def2-TZVPD.

XYZ file:
```
11
Properties=species:S:1:pos:R:3:forces:R:3
C 1.51708 0.17259 -0.01628 0.0 -2.5 2.0
C 0.27342 -0.87030 -0.08980 3.4 5.6 -0.1
C -1.05568 -0.39654 -0.14811 -4.5 0.0 1.1
C -1.50419 0.89718 -0.15436 -0.9 -1.8 1.9
H 1.58603 0.59148 1.13639 0.0 -1.2 -2.9
H 1.41400 1.05153 -0.68757 0.5 -0.9 0.2
H 2.32795 -0.74157 -0.25318 -1.4 3.4 0.6
H -0.73525 1.56736 0.17663 0.6 0.4 -0.8
H -2.52685 1.35328 0.09086 1.3 -1.5 -0.9
O 0.50280 -1.99990 -0.10089 1.4 -4.8 0.0
F -1.79930 -1.62511 0.04632 -0.3 3.3 -1.0
```
Forces are in eV/Å.

Results
**Total energy**: -330.4123 a.u.
**HOMO level**: -10.12 eV
**Frontier orbital gap**: 9.8 eV
**Energy above the lowest of the compared OMol25 structures with the same formula, charge and spin**: 47.4 kcal/mol
**Structure (SMILES)**: C=C(F)C(C)=O



Here is C4H5FO in the gas phase in a non-equilibrium geometry from the OMol25 dataset. Energies are from ωB97M-V/def2-TZVPD.

XYZ file:
```
11
Properties=species:S:1:pos:R:3:forces:R:3
C -0.96154 -0.23296 -0.00052 -2.8 -1.0 -0.9
C 0.19297 -0.13967 0.16284 7.0 1.6 1.3
C -2.40538 -0.20107 -0.06838 0.6 -2.1 -2.7
C 1.88037 0.14497 0.37772 -4.4 -0.8 -0.6
O 2.31163 0.98147 -0.61784 0.0 1.1 1.1
F 2.34811 -1.09333 0.23363 1.4 -1.3 -0.3
H -2.60949 0.70844 -0.50734 -1.1 2.1 -0.8
H -3.03410 -0.97932 -0.59200 1.4 0.5 0.3
H -2.65870 -0.22751 0.89732 -1.7 0.2 3.7
H 2.09931 0.43112 1.44055 -0.3 0.5 -1.2
H 2.83681 0.60786 -1.32598 -0.1 -0.8 0.2
```
Forces are in eV/Å.

Results
**Total energy**: -330.3991 a.u.
**HOMO level**: -9.90 eV
**Frontier orbital gap**: 10.8 eV
**Energy above the lowest of the compared OMol25 structures with the same formula, charge and spin**: 55.6 kcal/mol
**Structure (SMILES)**: CC#C[C@H](O)F



Here is C4H5FO in the gas phase in a non-equilibrium geometry from the OMol25 dataset. Energies are from ωB97M-V/def2-TZVPD.

XYZ file:
```
11
Properties=species:S:1:pos:R:3:forces:R:3
C 0.17872 -0.43991 0.19892 0.0 1.1 0.0
C -1.20391 -0.14947 -0.29437 0.2 1.1 -1.4
C 1.15227 0.59171 -0.11644 0.4 3.0 -1.9
C 1.64831 1.63415 -0.53279 0.0 -2.3 0.6
H -0.08432 -1.50449 1.73179 0.2 0.8 0.2
H 0.38509 -1.34861 -0.28493 0.8 -1.3 -1.1
H -0.95703 0.38663 -1.27871 -1.4 -1.4 0.5
H -1.84590 0.48975 0.27869 0.2 0.7 0.6
H 2.35991 2.31770 -0.95908 -0.4 0.1 0.3
O 0.26559 -0.60974 1.53791 -0.5 -1.8 3.1
F -1.89873 -1.36772 -0.28099 0.3 0.3 -0.8
```
Forces are in eV/Å.

Results
**Total energy**: -330.4104 a.u.
**HOMO level**: -10.26 eV
**Frontier orbital gap**: 11.1 eV
**Energy above the lowest of the compared OMol25 structures with the same formula, charge and spin**: 48.6 kcal/mol
**Structure (SMILES)**: C#C[C@@H](O)CF



Here is C4H5FOS in the gas phase in a non-equilibrium geometry from the OMol25 dataset. Energies are from ωB97M-V/def2-TZVPD.

XYZ file:
```
12
Properties=species:S:1:pos:R:3:forces:R:3
C 0.27822 -2.70299 1.11461 1.5 0.7 1.0
C 0.13825 -0.48452 0.16502 -0.7 1.7 -0.9
C -1.02559 -0.67483 -0.45780 -0.4 0.1 0.7
C 0.80370 0.81832 0.19050 1.2 0.9 -0.4
H 0.22580 -3.20016 0.18095 -0.5 -1.2 -0.6
H -0.68237 -2.66118 1.66429 0.4 0.3 -0.4
H 1.07541 -3.15596 1.78065 -1.1 0.3 -0.9
H -1.53234 -1.61776 -0.40106 -0.4 -0.2 -0.4
H 1.81405 0.70148 0.65736 -0.8 0.2 -0.2
O 0.85624 -1.43007 0.75095 0.6 -0.9 1.5
F -1.73554 0.35164 -0.94388 0.1 -0.6 -0.1
S 0.41887 2.27959 -0.46680 0.2 -1.3 0.7
```
Forces are in eV/Å.

Results
**Total energy**: -728.6196 a.u.
**HOMO level**: -8.57 eV
**Frontier orbital gap**: 7.9 eV
**Energy above the lowest of the compared OMol25 structures with the same formula, charge and spin**: 42.4 kcal/mol
**Structure (SMILES)**: CO/C(C=S)=C/F



Here is C4H5FOS in the gas phase from the OMol25 dataset. Energies are from ωB97M-V/def2-TZVPD.

XYZ file:
```
12
Properties=species:S:1:pos:R:3:forces:R:3
C 1.70007 0.04634 -0.12129 -0.2 -0.2 -0.5
C 0.51627 -0.25476 0.72077 -0.1 0.3 0.2
C -1.69784 -0.38188 0.71794 -0.6 0.2 0.4
C 0.28944 0.35528 -0.62719 0.0 0.4 0.1
H 2.35561 0.79321 0.27549 0.4 0.2 0.2
H 0.54848 0.51450 1.50048 -0.2 -0.2 0.0
H -2.46381 -0.99718 0.22642 0.4 0.1 0.1
H -2.08499 -0.00459 1.68855 0.3 -0.2 -0.5
H 0.12759 -0.45430 -1.31627 0.0 -0.4 -0.3
O -0.51256 -1.16807 0.91494 -0.1 -0.3 0.1
F 2.34645 -0.83642 -0.91125 0.1 0.0 0.0
S -1.27176 1.15193 -0.35215 0.1 -0.1 0.1
```
Forces are in eV/Å.

Results
**Total energy**: -728.5634 a.u.
**HOMO level**: -8.95 eV
**Frontier orbital gap**: 9.8 eV
**Energy above the lowest of the compared OMol25 structures with the same formula, charge and spin**: 77.6 kcal/mol
**Structure (SMILES)**: F[C@@H]1[C@@H]2OCS[C@@H]12